Here is C24H40N5OPbS3Si as an isolated structure from OMol25. Energies are from ωB97M-V with the def2-TZVPD basis set.

Cartesian coordinates (Å):
Pb (0.52, -0.39, -0.28)
C (3.46, 5.57, 2.04)
Si (3.11, 3.89, 2.82)
C (1.47, 3.92, 3.73)
C (4.49, 3.46, 4.03)
C (3.26, 2.62, 1.40)
C (4.50, 2.57, 0.77)
C (4.77, 1.71, -0.29)
C (3.75, 0.88, -0.70)
N (2.55, 0.90, -0.12)
C (2.28, 1.75, 0.90)
S (0.65, 1.62, 1.50)
H (3.46, 6.35, 2.80)
H (2.71, 5.83, 1.29)
H (4.43, 5.58, 1.55)
H (1.51, 4.67, 4.53)
H (1.24, 2.96, 4.18)
H (0.64, 4.19, 3.07)
H (4.52, 4.19, 4.85)
H (5.47, 3.48, 3.54)
H (4.36, 2.47, 4.47)
H (5.29, 3.23, 1.11)
H (5.73, 1.69, -0.77)
H (3.87, 0.17, -1.51)
C (-2.08, -2.74, -2.92)
C (-2.17, -1.60, -3.92)
N (-2.52, -0.32, -3.30)
C (-1.65, 0.58, -2.86)
S (0.04, 0.40, -3.01)
N (-2.11, 1.70, -2.28)
C (-3.52, 2.07, -2.11)
C (-4.15, 2.63, -3.38)
H (-1.77, -3.65, -3.43)
H (-3.04, -2.92, -2.43)
H (-1.34, -2.51, -2.15)
H (-2.93, -1.82, -4.67)
H (-1.21, -1.46, -4.42)
H (-3.50, -0.13, -3.18)
H (-1.40, 2.37, -2.04)
H (-3.55, 2.82, -1.33)
H (-4.06, 1.20, -1.75)
H (-3.58, 3.48, -3.75)
H (-5.17, 2.96, -3.17)
H (-4.20, 1.88, -4.18)
N (2.36, -4.53, 0.95)
C (2.10, -3.23, 1.23)
N (1.96, -2.51, 0.15)
C (2.13, -3.38, -0.92)
C (2.09, -3.15, -2.29)
C (2.29, -4.23, -3.12)
C (2.53, -5.52, -2.61)
C (2.59, -5.76, -1.26)
C (2.38, -4.67, -0.42)
H (2.50, -5.26, 1.63)
H (2.04, -2.85, 2.23)
H (1.92, -2.16, -2.69)
H (2.28, -4.09, -4.20)
H (2.68, -6.34, -3.30)
H (2.78, -6.75, -0.86)
C (-5.70, -1.15, 0.71)
C (-4.38, -1.72, 1.25)
S (-3.02, -0.54, 0.87)
O (-1.79, -1.37, 0.66)
C (-2.83, 0.25, 2.50)
C (-2.24, -0.69, 3.54)
H (-6.54, -1.67, 1.16)
H (-5.76, -1.27, -0.37)
H (-5.80, -0.09, 0.95)
H (-4.09, -2.64, 0.75)
H (-4.41, -1.89, 2.32)
H (-3.82, 0.64, 2.77)
H (-2.16, 1.09, 2.31)
H (-2.94, -1.45, 3.86)
H (-1.94, -0.12, 4.42)
H (-1.35, -1.17, 3.12)

Values from the calculation:
energy above the lowest of the compared OMol25 structures with the same formula, charge and spin: 78.18 kJ/mol
Kohn-Sham gap: 8.14 eV
total charge: +1
largest force on an atom: 0.0098 Eh/bohr
HOMO: -9.98 eV
lowest unoccupied orbital energy: -1.85 eV
multiplicity: 1

Here are the Mulliken charges for atoms 1 to 4, given in e: 1.21, -1.06, 0.21, -1.01